# 1
{
  "formula": "C4H12NO2",
  "method": "ωB97M-V/def2-TZVPD",
  "e_lumo_ha": -0.1253,
  "largest_force_ha_per_bohr": 0.044,
  "total_energy_ev": -9920.6019,
  "e_homo_ev": -14.499,
  "charge": 1,
  "orbital_gap_ev": 11.09,
  "species": ["O", "C", "C", "N", "C", "C", "H", "H", "H", "H", "H", "H", "H", "H", "H", "H", "H", "H", "O"],
  "positions_angstrom": [[2.1484, -1.5199, -0.8174], [2.1300, -0.5882, -0.0580], [0.9617, 0.3518, 0.0823], [-0.3051, -0.2910, -0.4936], [-0.3214, -0.5462, -1.9642], [0.7606, 0.5869, 1.5687], [2.9332, -0.4631, 0.6780], [0.9941, 1.2046, -0.6015], [-1.1646, 0.2524, -0.3467], [-0.4590, -1.2004, -0.0604], [0.3676, -1.3740, -2.1387], [-1.2836, -0.9336, -2.2953], [0.0229, 0.2340, -2.6332], [0.8119, -0.3531, 2.1347], [1.6303, 1.1084, 1.9645], [-0.1886, 1.0494, 1.8154], [-2.8756, 1.4031, 1.5439], [-3.5015, 0.4619, 0.5683], [-2.6613, 0.6168, 1.0532]],
  "atomic_forces_ev_per_a": [[-0.04, 0.22, 0.18], [0.25, -0.98, -0.46], [-1.71, -0.10, -0.38], [-0.24, -0.31, -0.94], [0.89, -1.83, -1.02], [0.35, -0.20, 0.29], [0.20, 0.37, 0.01], [0.78, 0.47, 0.69], [0.35, 0.31, 1.10], [-0.04, -0.02, 0.25], [-0.03, 0.18, 0.00], [-0.26, 0.44, 0.35], [-0.16, 0.69, 0.58], [-0.24, -0.15, -0.39], [-0.24, 0.56, -0.05], [0.15, 0.36, -0.02], [0.07, 0.64, 0.55], [0.67, -0.11, 0.40], [-0.74, -0.55, -1.14]],
  "lowdin_charge": [0.1017, -0.1856, -0.2465, 0.0388, -0.0019, -0.0228, 0.1463, 0.1682, 0.1320, 0.1823, 0.0899, 0.1098, 0.1120, 0.1093, 0.1026, 0.0777, 0.0520, 0.0826, -0.0486]
}

# 2
{
  "formula": "C4H12NO2P",
  "method": "ωB97M-V/def2-TZVPD",
  "e_lumo_ha": [-0.0136, 0.0035],
  "largest_force_ha_per_bohr": 0.089,
  "total_energy_ev": -19212.4026,
  "e_homo_ev": [-9.157, -7.738],
  "orbital_gap_ev": [8.79, 7.83],
  "species": ["C", "C", "C", "C", "N", "O", "O", "P", "H", "H", "H", "H", "H", "H", "H", "H", "H", "H", "H", "H"],
  "positions_angstrom": [[0.2652, -1.2375, 2.0486], [0.0983, 2.1810, -0.7978], [0.4258, 0.0502, 1.2674], [1.0294, 1.2211, -1.4704], [-2.0835, -1.0650, -0.5647], [1.5513, -1.4837, -0.7496], [-2.0852, -2.3379, -1.1601], [0.6071, -0.3934, -0.5839], [-0.3125, -1.0856, 3.0009], [-0.2662, -1.8508, 1.3525], [1.2361, -1.7331, 2.2233], [-0.8681, 1.8791, -1.0899], [0.0578, 2.1506, 0.3029], [0.4858, 3.1758, -1.1583], [1.3023, 0.5475, 1.5750], [-0.3555, 0.7456, 1.4594], [2.1291, 1.2995, -1.2178], [0.9319, 1.2564, -2.6393], [-2.2925, -0.4237, -1.3126], [-1.8567, -2.8961, -0.4855]],
  "atomic_forces_ev_per_a": [[0.06, 0.06, 0.46], [1.68, 1.96, 0.09], [0.23, -0.65, -0.99], [1.16, -1.88, -0.61], [1.41, -1.16, 0.62], [1.23, -1.77, -0.41], [-1.10, 3.52, -2.72], [-1.92, 2.06, 0.82], [0.63, -0.28, -0.95], [-0.74, -1.05, 0.23], [-0.49, 0.31, 0.10], [-1.47, 0.51, -0.69], [0.61, 0.26, -0.67], [-1.37, -0.52, 0.57], [1.41, 0.78, 0.18], [-0.96, 0.19, -0.07], [-1.09, 0.32, -0.26], [0.06, -0.44, 2.34], [-0.24, -0.01, -0.86], [0.89, -2.21, 2.83]],
  "lowdin_charge": [-0.1591, -0.2079, -0.3549, -0.3564, -0.0051, -0.3687, -0.1037, 0.8059, 0.0931, 0.0166, 0.0822, 0.0451, 0.0491, 0.0993, 0.0648, 0.0512, 0.0931, 0.1224, 0.0109, 0.0224]
}

# 3
{
  "formula": "C4H12NO2S",
  "method": "ωB97M-V/def2-TZVPD",
  "e_lumo_ha": 0.1093,
  "largest_force_ha_per_bohr": 0.037,
  "total_energy_ev": -20762.9964,
  "e_homo_ev": -3.197,
  "charge": -1,
  "orbital_gap_ev": 6.17,
  "species": ["C", "C", "C", "S", "N", "C", "O", "H", "H", "H", "H", "H", "H", "H", "H", "H", "H", "H", "H", "O"],
  "positions_angstrom": [[-2.4654, -0.6800, -0.3855], [-0.9548, -0.4873, -0.4787], [-0.1236, -1.7151, -0.1932], [-0.4159, -3.0676, -1.4740], [-0.5063, 0.6139, 0.4119], [0.7609, 1.3013, -0.0867], [1.7914, 1.1668, 0.7625], [-2.9485, 0.2394, -0.0701], [-2.8431, -1.0741, -1.3246], [-2.7005, -1.4334, 0.3547], [-0.7012, -0.1277, -1.4736], [0.9365, -1.4735, -0.2444], [-0.4284, -2.2718, 0.6836], [0.5951, -2.7995, -2.3000], [-0.2352, 0.1785, 1.2913], [1.0540, 0.8369, -1.0570], [0.3996, 2.3220, -0.2510], [2.3012, 3.2165, 2.1477], [3.2493, 2.2559, 1.5265], [3.2349, 2.9989, 2.1604]],
  "atomic_forces_ev_per_a": [[0.37, -0.55, -0.05], [0.19, 1.41, 0.67], [-0.26, -0.96, -1.63], [-0.04, 0.09, 0.22], [-0.28, -0.81, -0.36], [0.79, -0.86, 0.85], [-0.26, 0.23, 0.15], [0.00, 0.13, -0.30], [-0.30, 0.16, -0.17], [-0.12, -0.27, 0.45], [-0.11, -0.17, -0.27], [-0.07, -0.05, 0.46], [0.21, 0.43, 0.61], [0.11, 0.16, -0.06], [0.22, 0.33, 0.07], [-0.58, 0.13, -0.40], [0.21, 0.58, -0.30], [-0.17, -0.23, -0.08], [-0.61, -0.01, 0.07], [0.69, 0.27, 0.08]],
  "lowdin_charge": [-0.0906, -0.5237, -0.4682, 0.6267, -0.0393, -0.5110, -0.3227, 0.0648, 0.0521, 0.0583, 0.1115, 0.0736, 0.0540, -0.1842, 0.0805, 0.0804, 0.0736, 0.0024, -0.0064, -0.1318]
}

# 4
{
  "formula": "C4H12NO2S",
  "method": "ωB97M-V/def2-TZVPD",
  "e_lumo_ha": -0.1192,
  "largest_force_ha_per_bohr": 0.026,
  "total_energy_ev": -20756.1151,
  "e_homo_ev": -13.353,
  "charge": 1,
  "orbital_gap_ev": 10.11,
  "species": ["O", "C", "C", "C", "C", "S", "N", "H", "H", "H", "H", "H", "H", "H", "H", "H", "H", "H", "H", "O"],
  "positions_angstrom": [[0.9154, -2.7704, 0.2871], [0.0000, -1.9876, 0.1741], [0.3196, -0.5196, 0.0799], [-0.0201, 0.0905, -1.2779], [0.0954, 1.6305, -1.3359], [0.1266, 2.5237, 0.2334], [1.7898, -0.3339, 0.3285], [-1.0228, -2.3849, 0.1557], [-0.2329, 0.0713, 0.7981], [0.6726, -0.3264, -1.9995], [-1.0109, -0.2718, -1.4691], [-0.6937, 2.0057, -1.9620], [1.0380, 1.8621, -1.8249], [-0.9738, 1.9895, 0.7733], [2.1726, -0.9789, 1.0176], [1.9169, 0.6286, 0.6710], [2.2977, -0.4713, -0.5414], [-3.1672, 0.0275, 1.8050], [-1.9930, -0.6253, 2.4514], [-2.2300, -0.1592, 1.6356]],
  "atomic_forces_ev_per_a": [[-0.12, 0.21, 0.06], [0.92, -0.94, 0.13], [-0.14, 0.35, -0.41], [0.49, -0.08, 0.83], [0.08, -0.57, -0.03], [0.28, 0.15, 0.09], [-0.27, 0.40, 0.31], [-0.23, 0.60, -0.15], [0.08, -0.23, 0.51], [-0.13, -0.27, -0.48], [-0.62, 0.07, -0.50], [-0.25, 0.26, -0.25], [0.03, 0.33, 0.01], [-0.21, 0.03, 0.01], [-0.10, -0.37, 0.05], [0.02, 0.08, -0.21], [0.25, -0.03, -0.03], [0.18, 0.12, -0.35], [0.14, 0.07, -0.15], [-0.40, -0.18, 0.56]],
  "lowdin_charge": [0.0870, -0.1676, -0.3198, -0.1757, -0.5032, 0.7971, 0.2325, 0.1483, 0.0722, 0.1262, 0.1255, 0.0753, 0.0758, -0.1286, 0.1688, 0.1308, 0.1731, 0.0711, 0.0661, -0.0549]
}

# 5
{
  "formula": "C4H12NO3",
  "method": "ωB97M-V/def2-TZVPD",
  "e_lumo_ha": 0.1269,
  "largest_force_ha_per_bohr": 0.034,
  "total_energy_ev": -11975.0928,
  "e_homo_ev": -3.519,
  "charge": -1,
  "orbital_gap_ev": 6.97,
  "species": ["C", "O", "C", "C", "C", "O", "N", "H", "H", "H", "H", "H", "H", "H", "H", "H", "H", "H", "H", "O"],
  "positions_angstrom": [[-0.4301, -0.6475, 2.3817], [0.4446, -0.6994, 3.5130], [0.2453, -0.2181, 1.0908], [-0.6996, 0.6132, 0.2339], [0.0477, 1.1136, -1.0269], [-0.1018, 0.1772, -2.0357], [0.7320, -1.3821, 0.3217], [-0.7830, -1.6789, 2.2119], [-1.3557, -0.1533, 2.6822], [1.2706, -1.1167, 3.2588], [1.1396, 0.3822, 1.3076], [-1.4160, -0.0789, -0.2125], [-1.0994, 1.4206, 0.8606], [-0.3606, 2.0913, -1.3513], [1.1215, 1.1844, -0.7906], [0.5453, -1.2098, -0.6732], [0.2336, -2.2082, 0.6281], [0.3588, 0.3543, -3.4305], [-0.3401, 1.2791, -4.5821], [0.4473, 0.7770, -4.3876]],
  "atomic_forces_ev_per_a": [[0.34, -1.70, 0.18], [-0.25, 0.44, 0.46], [-0.25, 0.17, -0.47], [0.92, 0.17, -0.19], [-0.35, -0.82, -0.95], [-0.03, -0.62, 0.46], [0.24, -0.11, 0.47], [-0.07, -0.01, -0.08], [0.46, 0.74, -0.05], [-0.02, -0.04, -0.31], [-0.26, 0.17, 0.35], [-0.66, 0.31, 0.39], [-0.32, -0.07, -0.24], [0.25, 0.20, 0.27], [0.12, 0.68, 0.28], [0.00, 0.01, -0.03], [-0.10, -0.02, -0.31], [-0.64, 1.15, -0.22], [-0.29, -0.05, 0.38], [0.91, -0.61, -0.40]],
  "lowdin_charge": [-0.2362, -0.0896, -0.4220, -0.1760, -0.4093, -0.3479, 0.0338, 0.1030, 0.1129, 0.0733, 0.1264, 0.1110, 0.1013, 0.0895, 0.0940, 0.0463, 0.0426, -0.0246, -0.0286, -0.1998]
}

# 6
{
  "formula": "C4H12NO3",
  "method": "ωB97M-V/def2-TZVPD",
  "e_lumo_ha": [0.0292, -0.0581],
  "spin_multiplicity": 2,
  "largest_force_ha_per_bohr": 0.043,
  "total_energy_ev": -11972.4613,
  "e_homo_ev": [-9.283, -9.268],
  "orbital_gap_ev": [10.08, 7.69],
  "species": ["C", "O", "C", "C", "C", "O", "N", "H", "H", "H", "H", "H", "H", "H", "H", "H", "H", "H", "H", "O"],
  "positions_angstrom": [[0.1911, 2.2437, -0.5170], [-0.9102, 2.4977, -1.4014], [-0.0165, 0.9610, 0.2125], [1.1927, 0.6452, 1.1008], [1.0129, -0.6180, 2.0007], [-0.3075, -0.8782, 2.2482], [-0.1504, -0.1156, -0.7845], [1.0511, 2.1811, -1.1912], [0.3036, 3.0829, 0.1675], [-1.5058, 3.1080, -0.9449], [-0.8518, 0.9231, 0.8858], [2.0703, 0.5718, 0.4594], [1.3271, 1.4843, 1.7971], [1.5505, -0.4768, 2.9432], [1.4459, -1.4725, 1.4689], [-1.0953, -0.0717, -1.1421], [-0.1085, -1.0273, -0.3334], [-1.4674, -4.1238, -1.5846], [-0.6270, -4.7526, -2.7385], [-0.6361, -4.0735, -2.0606]],
  "atomic_forces_ev_per_a": [[-0.53, 0.53, -0.74], [-0.34, 0.43, 0.35], [1.25, -1.80, 0.21], [-0.13, 0.37, 0.31], [-0.37, 1.26, -0.59], [0.19, -0.48, 0.10], [-0.16, -0.14, 0.18], [0.13, -0.13, 0.40], [0.22, 0.08, 0.14], [0.08, -0.27, -0.26], [-0.83, 0.70, 0.23], [0.21, -0.10, 0.15], [0.13, 0.00, -0.25], [0.21, -0.31, 0.03], [-0.11, -0.42, 0.12], [-0.02, 0.10, -0.41], [0.09, 0.19, 0.01], [-0.12, -0.23, -0.16], [-0.25, -0.08, 0.07], [0.36, 0.31, 0.12]],
  "mulliken_spin": [-0.0022, 0.0003, -0.0052, 0.0299, -0.0232, 0.8823, 0.0069, 0.0003, 0.0000, -0.0002, 0.0038, -0.0008, 0.0054, 0.0243, 0.0797, -0.0001, -0.0012, 0.0000, 0.0000, 0.0000]
}